{
  "formula": "C4H9I",
  "method": "ωB97M-V with the def2-TZVPD basis set",
  "symbols": ["C", "C", "C", "C", "I", "H", "H", "H", "H", "H", "H", "H", "H", "H"],
  "xyz": [[0.2507, 1.5107, -0.3505], [-1.2141, -0.5765, -0.3560], [1.3030, -0.6668, 0.5474], [0.1707, 0.0255, -0.2812], [1.0878, -1.2099, -2.8835], [-0.1465, 1.9825, -1.3120], [1.4319, 1.7752, -0.3276], [-0.3193, 1.9905, 0.4832], [-1.7005, -0.1106, 0.5719], [-1.2872, -1.6261, -0.0782], [-1.6434, -0.3889, -1.2422], [2.1209, 0.1080, 0.6526], [0.9718, -0.9158, 1.5971], [1.6575, -1.5383, 0.1260]],
  "lowdin_charge": [-0.11, -0.12, -0.11, -0.43, -0.01, 0.11, 0.13, 0.10, 0.13, 0.09, 0.02, 0.09, 0.11, 0.00],
  "homo_lumo_gap_ev": [6.93, 6.93],
  "total_charge": 0,
  "largest_force_ha_per_bohr": 0.1045,
  "de_lowest_kcal_mol": 46.29,
  "homo_ev": [-8.3786, -8.3780],
  "spin_multiplicity": 1
}